Record 1
45
Properties=species:S:1:pos:R:3:lowdin_charge:R:1 method="wB97M-V/def2-TZVPD" orbital_gap_ev="8.10 / 7.15" total_charge=+3 spin_multiplicity=2 homo_ev="-18.74 / -18.93" relative_energy_ev=0.000
Ru -0.0274 -0.1127 0.0373 1.250
O 0.3841 0.4849 -4.0039 0.265
C 0.2406 0.5204 -2.7293 -0.390
O 0.1881 -0.4852 -1.9964 -0.024
C 0.0999 1.8714 -2.1110 -0.123
C 0.0608 3.1096 -2.7316 0.104
C -0.1187 4.2302 -1.9238 0.059
C -0.2577 4.0913 -0.5435 0.089
C -0.2039 2.8154 -0.0037 -0.123
N -0.0293 1.7578 -0.7931 0.006
C -0.3481 2.3567 1.4176 -0.372
O -0.5199 3.1405 2.4199 0.276
O -0.3326 1.1295 1.6285 -0.026
H 0.4521 -0.4184 -4.3713 0.197
H 0.1607 3.1962 -3.8060 0.156
H -0.1591 5.2154 -2.3705 0.150
H -0.4078 4.9698 0.0718 0.148
H -0.5468 4.0925 2.2294 0.173
O -1.8587 -5.4463 2.2217 0.196
C -1.2992 -4.3489 1.7925 -0.248
C 0.0802 -4.0715 1.8606 0.067
C 0.5519 -2.8825 1.3789 -0.053
N -0.2697 -1.9544 0.8326 -0.158
C -1.5844 -2.2518 0.7820 -0.626
Br -2.5225 -0.7884 -0.0210 0.996
C -2.1691 -3.3870 1.2230 0.041
H -1.2434 -6.0884 2.6100 0.168
H 0.7679 -4.7877 2.2906 0.147
H 1.6025 -2.6314 1.4141 0.124
H -3.2325 -3.5742 1.1596 0.154
C 4.8882 0.9685 1.7808 -0.014
C 4.5690 0.0516 0.5873 -0.573
C 5.1855 0.5943 -0.7129 -0.016
C 5.0306 -1.3911 0.8590 -0.017
C 3.1084 0.0251 0.4172 -0.034
N 1.9682 0.0018 0.2826 0.117
H 5.9686 0.9723 1.9202 0.111
H 4.4302 0.6065 2.7009 0.099
H 4.5698 1.9941 1.5953 0.095
H 6.2676 0.6119 -0.5882 0.111
H 4.8564 1.6127 -0.9192 0.095
H 4.9559 -0.0458 -1.5647 0.097
H 6.1136 -1.3790 0.9770 0.111
H 4.7906 -2.0551 0.0287 0.098
H 4.6014 -1.7821 1.7817 0.095

***

Record 2
40
Properties=species:S:1:pos:R:3:nbo_charge:R:1 method="wB97M-V/def2-TZVPD" orbital_gap_ev="3.80 / 3.80" total_charge=+3 homo_ev="-17.67 / -17.67" relative_energy_ev=0.288
Rh 0.0555 -0.0740 -0.3013 0.964
C 0.1037 -0.7289 5.1949 -0.650
C 0.6208 -1.0887 3.8380 0.016
C 1.6152 -2.0575 3.6660 -0.073
C 2.0869 -2.3973 2.4041 -0.219
C 1.5308 -1.7326 1.3403 0.116
Br 1.9839 -2.0013 -0.4900 0.283
N 0.5863 -0.8015 1.4747 -0.406
C 0.1233 -0.4791 2.6932 0.050
H 0.9281 -0.4614 5.8563 0.269
H -0.4086 -1.5829 5.6408 0.269
H -0.5917 0.1067 5.1565 0.242
H 2.0264 -2.5579 4.5348 0.275
H 2.8533 -3.1463 2.2589 0.287
H -0.6533 0.2734 2.7378 0.238
C -4.1562 -2.2465 -0.0221 -0.075
C -3.0254 -3.0007 -0.3046 -0.204
C -1.7957 -2.3766 -0.3516 0.042
N -1.6789 -1.0561 -0.1336 -0.465
C -2.7686 -0.3174 0.1470 0.017
C -4.0243 -0.8825 0.2082 -0.203
H -5.1307 -2.7155 0.0200 0.273
H -3.0876 -4.0637 -0.4906 0.275
H -0.8895 -2.9221 -0.5753 0.227
H -2.6206 0.7428 0.3233 0.223
H -4.8788 -0.2601 0.4335 0.275
N 1.7242 1.8857 -1.1071 -0.699
C 1.5569 2.3437 -2.3949 0.197
C 2.2405 1.6991 -3.4670 -0.190
C 2.1004 2.1831 -4.7327 -0.174
C 1.2718 3.3077 -4.9673 0.009
C 0.5793 3.9397 -3.9072 -0.182
C 0.7106 3.4653 -2.6363 -0.183
H 1.5522 2.5838 -0.3873 0.436
H 2.5947 1.3843 -0.9447 0.434
H 2.8902 0.8566 -3.2612 0.242
H 2.6275 1.7277 -5.5604 0.274
H 1.1728 3.6948 -5.9742 0.268
H -0.0365 4.8051 -4.1126 0.275
H 0.2112 3.9509 -1.8061 0.246

***

Record 3
60
Properties=species:S:1:pos:R:3:nbo_charge:R:1 method="wB97M-V/def2-TZVPD" orbital_gap_ev=7.50 total_charge=+1 homo_ev=-11.84
F -5.4789 -1.0874 -0.1132 -0.317
C -4.1763 -0.7333 0.0668 0.342
C -3.8878 0.6954 -0.4297 -0.291
N -2.8649 0.8294 -1.4378 -0.635
C -2.7496 -0.1359 -2.5182 -0.129
C -1.2872 -0.2668 -3.0167 0.650
F -0.8277 1.0077 -3.1308 -0.309
F -1.2640 -0.8213 -4.2251 -0.288
C -0.2670 -0.9992 -2.0957 0.573
F -0.5986 -2.3059 -2.0275 -0.305
F -0.4279 -0.5052 -0.8272 -0.339
C 1.2302 -0.8342 -2.4796 0.594
F 1.6132 0.3987 -2.1392 -0.284
F 1.3388 -0.9713 -3.8030 -0.283
C 2.2324 -1.8510 -1.8371 0.592
F 1.9717 -3.0733 -2.2936 -0.284
F 3.4380 -1.4644 -2.2942 -0.290
C 2.2832 -1.8723 -0.2830 0.578
F 1.1895 -2.5704 0.1337 -0.309
F 2.1771 -0.6197 0.2086 -0.299
C 3.5552 -2.5610 0.3227 0.594
F 3.1827 -3.1862 1.4548 -0.294
F 3.9892 -3.4932 -0.5303 -0.286
C 4.7369 -1.5884 0.6753 0.555
F 4.7731 -0.5579 -0.1840 -0.292
F 5.8766 -2.2911 0.5388 -0.285
C 4.7053 -1.0333 2.1435 0.926
F 3.4577 -0.8360 2.5709 -0.311
F 5.3394 0.1232 2.1726 -0.290
F 5.3048 -1.8711 2.9655 -0.288
C -3.5360 -1.4273 -2.1998 -0.097
Cl -3.2347 -2.8158 -3.1928 0.106
N -3.3326 -1.6989 -0.7069 -0.253
N -3.3889 -3.0473 -0.2665 -0.381
C -4.4744 -3.6594 -0.3019 0.153
S -5.7086 -4.5501 -0.4070 0.368
H -3.9157 -0.8753 1.1187 0.209
H -3.5879 1.2863 0.4374 0.264
H -4.8396 1.1226 -0.7687 0.231
H -2.0080 1.2348 -1.0976 0.431
H -3.2655 0.2637 -3.4047 0.245
H -4.5964 -1.1998 -2.3144 0.253
H -2.3692 -1.4064 -0.5004 0.464
C -0.7983 3.8547 2.5949 -0.617
C -0.4366 2.4443 2.1442 -0.074
C 0.9746 1.9895 2.5345 -0.073
O 2.0077 2.5338 1.7464 -0.549
C 2.4593 3.8251 2.1228 -0.250
N -0.6546 2.3343 0.6921 -0.855
H -0.3305 4.6098 1.9638 0.210
H -1.8758 4.0064 2.5347 0.217
H -0.4894 4.0306 3.6258 0.216
H -1.1271 1.7523 2.6390 0.177
H 1.0344 0.9098 2.3751 0.180
H 1.1624 2.1703 3.6007 0.175
H 2.4317 3.9516 3.2085 0.174
H 1.8716 4.6163 1.6519 0.167
H 3.4897 3.9170 1.7847 0.200
H -0.4801 1.3715 0.4251 0.340
H 0.0917 2.8501 0.2310 0.373

***

Record 4
44
Properties=species:S:1:pos:R:3:nbo_charge:R:1 method="wB97M-V/def2-TZVPD" orbital_gap_ev=8.36 smiles="O=C(NC[C@H](c1cccs1)N1CCOCC1)c1cc([N+](=O)[O-])ccc1Cl" homo_ev=-9.11 relative_energy_ev=3.028
O 1.6624 1.7635 0.7064 -0.609
C 1.8176 0.7756 0.0207 0.669
N 0.8698 0.2867 -0.8035 -0.607
C -0.4333 0.9038 -0.8831 -0.233
C -1.4189 0.3352 0.1627 -0.090
C -1.3274 -1.1573 0.1594 -0.180
C -1.0252 -1.9893 1.1916 -0.257
C -1.0286 -3.3551 0.8236 -0.263
C -1.3316 -3.5389 -0.4847 -0.411
S -1.6252 -2.0508 -1.2976 0.421
N -2.7865 0.7429 -0.1585 -0.443
C -2.9766 2.1862 -0.1687 -0.254
C -4.4119 2.4992 -0.5970 -0.071
O -5.3571 1.9082 0.2599 -0.520
C -5.1655 0.5155 0.3000 -0.072
C -3.7539 0.1611 0.7628 -0.258
C 3.1503 0.0736 -0.0288 -0.170
C 4.2702 0.8959 -0.0486 -0.140
C 5.5429 0.3479 -0.0716 0.067
N 6.6956 1.2193 -0.1166 0.518
O 7.7877 0.6997 -0.0464 -0.376
O 6.4966 2.4073 -0.2270 -0.365
C 5.7292 -1.0297 -0.0484 -0.180
C 4.6249 -1.8540 -0.0025 -0.233
C 3.3442 -1.3089 0.0025 0.010
Cl 2.0108 -2.4023 0.0972 0.036
H 1.0103 -0.5884 -1.2824 0.414
H -0.8451 0.7397 -1.8805 0.213
H -0.2807 1.9696 -0.7056 0.235
H -1.1114 0.6935 1.1638 0.198
H -0.8032 -1.6407 2.1846 0.230
H -0.8131 -4.1570 1.5068 0.229
H -1.4041 -4.4583 -1.0307 0.238
H -2.2998 2.6443 -0.8883 0.206
H -2.7887 2.6204 0.8282 0.175
H -4.5934 3.5746 -0.5616 0.196
H -4.5624 2.1348 -1.6247 0.165
H -5.9074 0.1206 0.9959 0.195
H -5.3322 0.0854 -0.6992 0.167
H -3.6431 -0.9241 0.7696 0.219
H -3.6026 0.5379 1.7896 0.171
H 4.1414 1.9685 -0.0386 0.269
H 6.7309 -1.4311 -0.0603 0.255
H 4.7442 -2.9252 0.0298 0.237